Molecular formula: C36H110CaN18O8P6
Method: DFT, ωB97M-V with the def2-TZVPD basis set

```
179
Properties=species:S:1:pos:R:3:mulliken_charge:R:1
Ca -9.722 -1.353 -24.528 1.338
O -7.876 -0.261 -24.125 1.871
H -7.019 -0.622 -23.826 -1.374
O -11.828 -1.055 -23.965 -0.808
H -12.749 -0.948 -23.659 -0.067
O -4.071 4.189 -20.588 -0.886
P -4.915 3.026 -20.189 0.449
N -5.592 3.232 -18.583 0.032
C -6.729 2.337 -18.143 -0.866
C -4.614 3.576 -17.592 -1.062
N -4.124 1.496 -20.000 0.761
C -4.754 0.140 -19.953 -1.018
C -2.712 1.450 -20.178 -0.848
N -6.259 2.797 -21.212 0.849
C -5.990 2.150 -22.458 0.415
C -7.284 3.882 -21.312 -1.212
H -6.247 1.447 -17.739 0.309
H -7.362 2.161 -19.013 0.189
H -7.180 2.779 -17.254 0.383
H -4.217 4.572 -17.789 0.216
H -3.937 2.727 -17.499 0.357
H -5.092 3.653 -16.615 0.399
H -4.385 -0.506 -20.750 0.187
H -4.481 -0.271 -18.982 0.441
H -5.833 0.273 -20.038 0.196
H -2.354 0.593 -20.748 0.249
H -2.372 2.370 -20.654 0.129
H -2.198 1.425 -19.217 0.254
H -6.862 1.813 -23.017 0.231
H -5.483 2.936 -23.017 -0.400
H -5.264 1.337 -22.443 -0.983
H -8.220 3.516 -21.734 0.326
H -6.900 4.668 -21.963 0.229
H -7.525 4.281 -20.327 0.395
O -2.072 0.826 -26.856 -0.886
P -2.851 -0.264 -26.286 0.055
N -2.445 -1.805 -27.017 0.540
C -1.156 -2.457 -26.751 -1.100
C -2.944 -2.219 -28.321 -0.883
N -4.577 -0.140 -26.536 0.622
C -5.276 1.106 -26.604 0.210
C -5.451 -1.340 -26.337 -0.282
N -2.660 -0.456 -24.575 0.331
C -2.581 0.765 -23.771 0.139
C -2.977 -1.699 -23.775 -1.172
H -1.272 -3.525 -26.933 0.342
H -0.824 -2.294 -25.725 0.369
H -0.315 -2.066 -27.323 0.295
H -2.481 -1.677 -29.146 0.249
H -3.970 -1.868 -28.434 0.161
H -2.854 -3.300 -28.430 0.330
H -5.804 1.341 -25.679 -0.008
H -4.628 1.982 -26.620 -0.269
H -6.031 1.091 -27.391 -0.010
H -6.458 -1.087 -26.004 -0.388
H -5.641 -1.841 -27.286 -0.095
H -5.042 -2.131 -25.709 0.394
H -2.871 1.690 -24.269 -0.026
H -3.320 0.649 -22.977 -0.553
H -1.582 0.825 -23.340 0.433
H -2.402 -1.589 -22.856 0.493
H -2.633 -2.538 -24.380 0.407
H -4.018 -1.769 -23.459 0.120
O -1.260 5.723 -26.311 -0.912
P -2.461 6.014 -25.434 0.248
N -3.828 5.012 -25.730 0.633
C -4.992 4.884 -24.757 -0.412
C -4.004 4.368 -27.022 -1.344
N -3.260 7.542 -25.532 0.272
C -4.067 8.117 -24.474 -0.881
C -3.284 8.194 -26.813 -1.091
N -2.163 5.759 -23.794 0.638
C -2.033 4.396 -23.266 -0.694
C -1.214 6.666 -23.192 -1.187
H -5.277 3.832 -24.773 -0.473
H -5.886 5.243 -25.267 0.493
H -4.768 5.294 -23.772 0.453
H -3.942 5.192 -27.733 0.425
H -4.905 3.775 -27.177 0.400
H -3.177 3.690 -27.232 0.355
H -3.596 8.019 -23.496 0.288
H -4.207 9.193 -24.578 0.390
H -5.051 7.652 -24.530 0.172
H -2.356 7.869 -27.284 0.329
H -4.158 7.885 -27.386 0.318
H -3.252 9.284 -26.820 0.346
H -1.086 3.953 -23.574 0.353
H -2.148 4.319 -22.184 0.487
H -2.862 3.759 -23.575 -0.389
H -1.384 6.508 -22.128 0.297
H -1.391 7.702 -23.484 0.439
H -0.191 6.411 -23.470 0.287
O -9.358 -3.370 -25.674 0.142
P -9.078 -4.624 -26.474 -0.380
N -9.765 -4.565 -28.079 0.281
C -9.409 -5.549 -29.098 -0.909
C -11.149 -4.084 -28.316 -0.933
N -9.915 -5.941 -25.852 0.751
C -11.133 -5.716 -24.977 -1.158
C -9.585 -7.343 -26.171 -1.183
N -7.451 -5.051 -26.559 0.203
C -6.740 -5.400 -25.274 -0.865
C -6.642 -4.439 -27.698 -1.259
H -8.324 -5.596 -29.187 0.140
H -9.604 -5.147 -30.092 0.410
H -9.882 -6.525 -28.994 0.284
H -11.840 -4.813 -27.894 0.294
H -11.364 -3.934 -29.374 0.420
H -11.237 -3.082 -27.895 0.043
H -11.301 -6.530 -24.272 0.353
H -11.065 -4.767 -24.446 0.188
H -11.950 -5.646 -25.696 0.282
H -8.558 -7.598 -26.431 0.307
H -9.591 -7.876 -25.220 0.380
H -10.165 -7.743 -27.003 0.282
H -7.309 -5.915 -24.500 0.230
H -6.053 -6.179 -25.607 0.477
H -6.270 -4.534 -24.807 0.118
H -5.638 -4.253 -27.317 0.576
H -6.993 -3.459 -28.023 0.282
H -6.476 -5.174 -28.485 0.356
O -9.472 -0.429 -26.636 -0.405
P -9.874 0.885 -27.257 -0.609
N -8.750 1.340 -28.525 0.647
C -8.141 0.339 -29.382 -1.092
C -8.772 2.670 -29.162 -1.325
N -9.801 2.278 -26.240 0.304
C -10.874 2.404 -25.225 -1.000
C -8.413 2.713 -25.842 -0.637
N -11.374 0.977 -28.102 0.512
C -11.866 2.224 -28.689 -1.166
C -12.171 -0.228 -28.456 -0.876
H -7.865 -0.576 -28.859 0.108
H -7.186 0.752 -29.709 0.404
H -8.736 0.077 -30.256 0.270
H -9.458 2.672 -30.009 0.263
H -7.774 2.810 -29.578 0.480
H -8.792 3.502 -28.458 0.341
H -10.742 1.721 -24.386 0.264
H -11.048 3.418 -24.866 0.351
H -11.847 2.051 -25.565 0.359
H -7.840 3.107 -26.682 -0.050
H -8.398 3.525 -25.115 0.502
H -7.940 1.901 -25.290 -0.110
H -11.391 3.048 -28.158 0.377
H -11.642 2.304 -29.753 0.280
H -12.945 2.275 -28.541 0.407
H -11.609 -0.704 -29.259 0.296
H -13.184 0.022 -28.772 0.397
H -12.165 -0.967 -27.655 0.107
O -9.139 -2.735 -22.608 -0.352
P -8.711 -3.059 -21.258 -0.871
N -7.011 -3.257 -21.165 1.320
C -6.127 -2.510 -22.100 -0.557
C -6.355 -4.283 -20.356 -1.443
N -9.344 -4.567 -20.717 0.319
C -9.186 -5.726 -21.581 -1.122
C -10.586 -4.576 -19.945 -1.196
N -9.146 -1.895 -20.133 0.419
C -9.351 -0.560 -20.631 -0.938
C -8.610 -1.987 -18.778 -1.014
H -6.644 -1.690 -22.597 -0.456
H -5.659 -3.164 -22.836 0.438
H -5.305 -2.036 -21.563 0.358
H -7.112 -4.903 -19.876 0.414
H -5.780 -3.843 -19.541 0.236
H -5.700 -4.929 -20.941 0.342
H -8.137 -5.920 -21.804 0.255
H -9.666 -6.585 -21.112 0.544
H -9.813 -5.674 -22.471 0.247
H -10.941 -3.580 -19.679 0.431
H -11.382 -5.069 -20.504 0.359
H -10.427 -5.175 -19.049 0.315
H -10.273 -0.530 -21.212 0.246
H -9.409 0.182 -19.834 0.389
H -8.517 -0.290 -21.279 0.112
H -7.525 -1.887 -18.804 0.215
H -8.749 -2.957 -18.300 0.244
H -8.960 -1.201 -18.110 0.492
```

Strongest force on any atom (eV/A): 3.25
Kohn-Sham gap (eV): 7.714